Record 1
Entry from OMol25: C3H4AgO4 as an isolated structure in a non-equilibrium geometry (ωB97M-V/def2-TZVPD).

Computed properties:
electronic energy: -564.50270 hartree
ΔE to the lowest compared entry with this formula, charge and spin: 127.7 kJ/mol
highest occupied orbital energy (spin up / spin down): -9.8606 / -9.6216 eV
gap between HOMO and LUMO (spin up / spin down): 10.072 / 5.735 eV
multiplicity: 2

XYZ file:
```
12
Properties=species:S:1:pos:R:3:forces:R:3:mulliken_spin:R:1
O -0.071 2.111 -0.834 -0.3810 0.2833 1.5714 0.0175
C -0.013 1.229 -1.829 3.8396 0.0019 -0.9044 0.0000
C -0.049 1.348 0.436 0.1473 0.8549 -0.4872 -0.0124
O 0.661 1.384 -2.822 -1.9660 0.2228 0.4230 0.0106
O -0.430 0.033 -1.427 -0.8232 -1.8195 1.6300 0.0525
C -0.612 0.010 0.030 -0.6917 0.5332 -1.4093 0.2153
H -0.669 1.873 1.171 0.0845 -0.1490 -0.2347 0.0123
H 0.990 1.364 0.794 -0.1650 -0.1792 -0.1805 0.0182
H -1.708 0.040 0.165 0.2635 -0.7660 0.3223 -0.0200
O 0.500 -3.499 1.728 0.1965 -2.2556 1.2012 -0.0452
H 1.255 -4.073 1.609 0.1115 0.1543 -0.1169 0.0044
Ag 0.143 -1.821 0.980 -0.6158 3.1190 -1.8150 0.7467
```
Forces are in eV/Å.

---

Record 2
Entry from OMol25: a 5-piece molecular cluster, C3H15NO4 overall in a non-equilibrium geometry (ωB97M-V/def2-TZVPD).

Computed properties:
electronic energy: -478.91251 hartree
structure (SMILES): C/C=C/N.O.O.O.O
ΔE to the lowest compared entry with this formula, charge and spin: 305.3 kJ/mol
highest occupied orbital energy: -7.5066 eV
gap between HOMO and LUMO: 7.823 eV
multiplicity: 1

XYZ file:
```
23
Properties=species:S:1:pos:R:3:forces:R:3:mulliken_charge:R:1
C -1.560 0.664 -2.113 -0.7042 -1.3536 1.2324 -1.0762
C -0.150 0.603 -2.472 2.9470 1.5870 -0.8551 -0.2632
C 0.946 0.576 -1.647 -2.8689 0.1571 -1.0648 0.1340
N 2.264 0.776 -1.924 0.1647 -0.1348 1.4474 -0.4341
H -1.848 1.677 -2.049 -0.6717 1.3624 0.0155 0.2642
H -2.158 0.201 -2.895 -0.2354 -0.1419 0.0970 0.3480
H -1.807 0.205 -1.140 0.0823 -0.0403 -0.3237 0.2468
H -0.066 1.113 -3.462 0.6761 -1.0276 0.2381 0.1631
H 0.648 0.524 -0.624 0.4902 -0.6341 0.9185 0.2013
H 2.937 0.485 -1.202 -0.4944 0.3162 -1.1899 0.2225
H 2.511 0.910 -2.874 0.6051 -0.1099 -0.4607 0.1921
O -1.594 -2.912 1.417 6.6574 -4.4365 5.6232 -0.5782
H -2.186 -2.667 0.864 -5.9109 3.5606 -5.1279 0.2482
H -1.217 -2.349 2.089 -0.6178 0.9288 -0.5571 0.3250
O 2.211 -2.727 1.750 -4.1978 -1.2206 -0.6000 -0.6531
H 1.192 -3.048 1.558 3.8782 1.0723 0.4026 0.3465
H 2.033 -2.156 2.504 0.2459 0.1641 0.1166 0.2997
O -0.391 -0.238 2.504 -6.7726 -4.7492 -1.1589 -0.5200
H 0.252 0.236 2.810 6.4378 4.7411 2.3134 0.2446
H -0.948 -0.313 3.316 0.2485 -0.0134 -1.1079 0.2875
O -0.128 2.629 1.434 1.6542 1.8293 1.9418 -0.5978
H -0.675 2.224 0.821 -1.6917 -1.2421 -1.8870 0.3065
H -0.266 3.587 1.336 0.0781 -0.6149 -0.0134 0.2927
```
Forces are in eV/Å.

---

Respective molecular weight values: 211.93; 129.16 g/mol.